Record 1
C25H36BClF6N7O6RuS5 | ωB97M-V/def2-TZVPD

The geometry in XYZ format:
```
88
C25H36BClF6N7O6RuS5, DFT ωB97M-V/def2-TZVPD
Ru 0.388 -0.975 -1.059
C 1.329 5.885 2.155
C 1.239 4.845 1.037
C 2.637 4.407 0.646
C 0.530 5.402 -0.198
N 0.371 3.712 1.559
C -0.887 3.991 1.966
C -1.483 2.818 2.333
N -0.603 1.814 2.143
B -1.159 0.352 2.431
N -2.338 0.134 1.455
C -3.565 -0.289 1.908
C -4.398 -0.353 0.852
N -3.685 0.035 -0.265
C -2.418 0.300 0.119
S -1.101 0.829 -0.910
C -4.284 0.108 -1.651
C -5.765 -0.244 -1.553
C -3.591 -0.899 -2.556
C -4.152 1.538 -2.174
N -0.106 -0.794 2.476
C 0.773 -0.828 3.532
C 1.399 -2.018 3.517
N 0.899 -2.748 2.457
C 0.003 -1.966 1.802
S -0.912 -2.315 0.353
C 1.383 -4.181 2.273
C 0.546 -4.987 1.288
C 1.282 -4.844 3.649
C 2.828 -4.136 1.794
C 0.562 2.349 1.668
S 1.906 1.438 1.288
H 1.988 6.688 1.830
H 1.747 5.446 3.061
H 0.363 6.331 2.393
H 3.166 5.306 0.329
H 2.626 3.714 -0.190
H 3.187 3.964 1.474
H 1.098 6.253 -0.573
H -0.480 5.749 0.027
H 0.479 4.649 -0.983
H -1.287 4.988 1.973
H -2.475 2.645 2.713
H -1.633 0.414 3.533
H -3.742 -0.498 2.948
H -5.435 -0.622 0.814
H -5.922 -1.268 -1.212
H -6.187 -0.165 -2.553
H -6.312 0.446 -0.908
H -3.682 -1.909 -2.153
H -2.540 -0.680 -2.692
H -4.070 -0.876 -3.536
H -4.612 2.245 -1.481
H -4.675 1.610 -3.128
H -3.117 1.823 -2.340
H 0.870 -0.006 4.219
H 2.148 -2.409 4.179
H -0.517 -4.957 1.523
H 0.877 -6.023 1.369
H 0.699 -4.661 0.265
H 0.286 -4.719 4.076
H 2.019 -4.459 4.353
H 1.472 -5.910 3.535
H 2.901 -3.645 0.830
H 3.194 -5.159 1.694
H 3.472 -3.615 2.504
Cl 1.866 -3.778 -4.745
C 0.554 -4.197 -3.620
C 0.321 -3.052 -2.670
O -0.742 -2.409 -2.683
O 1.244 -2.746 -1.836
H 0.856 -5.085 -3.070
H -0.347 -4.384 -4.194
F 5.335 -0.068 -0.111
C 4.725 0.504 -1.146
F 5.558 0.577 -2.159
F 4.335 1.720 -0.786
S 3.276 -0.617 -1.584
O 2.929 -1.249 -0.328
O 3.718 -1.360 -2.710
N 1.927 0.277 -1.886
S 1.912 1.390 -3.080
O 0.861 2.307 -2.768
O 3.242 1.823 -3.354
C 1.335 0.476 -4.603
F 0.611 1.308 -5.339
F 0.578 -0.562 -4.257
F 2.373 0.054 -5.296
```

The orbital gap (alpha / beta) is 7.87 / 5.80 eV. The spin multiplicity is 5. Its energy is -135484.315 eV. Its charge is +1. As for the energy above the lowest of the compared OMol25 structures with the same formula, charge and spin: 4.9 kcal/mol. The value obtained for the molecular weight is 952.3 g/mol. Its expectation value of S² is 6.05.

Atomic charges from the Mulliken analysis, expressed in e, are listed below: 3.806 -1.647 1.299 -2.032 -1.403 0.569 -0.023 -1.419 0.144 0.241 0.342 -1.467 -0.293 0.672 -0.435 -0.308 1.404 -2.295 -1.480 -1.570 0.840 -1.606 -0.308 0.545 0.391 -0.879 1.257 -1.969 -1.774 -1.389 0.157 -0.030 0.452 0.389 0.408 0.565 0.329 0.432 0.461 0.394 0.255 0.589 0.629 -0.162 0.648 0.587 0.501 0.447 0.507 0.358 0.046 0.510 0.395 0.485 0.274 0.689 0.613 0.436 0.559 0.297 0.386 0.441 0.475 0.219 0.472 0.357 -0.158 -0.680 0.257 -0.668 -0.624 0.315 0.368 -0.201 0.442 -0.189 -0.099 0.625 -0.398 -0.629 -0.548 0.713 -0.585 -0.626 0.525 -0.224 -0.192 -0.207

Record 2
C25H36Br2N2O5P | ωB97M-V/def2-TZVPD

The geometry in XYZ format:
```
71
C25H36Br2N2O5P, DFT ωB97M-V/def2-TZVPD
C 2.180 1.128 4.064
C 1.953 1.851 3.131
C 1.391 2.640 2.073
C 0.933 3.890 2.236
C 0.865 4.734 3.486
Br -0.157 3.865 4.916
C 2.215 5.341 3.958
C 1.926 6.746 4.572
Br 3.164 4.319 5.332
C 0.407 4.583 1.011
O 0.289 5.790 0.996
C 0.005 3.769 -0.190
P -1.055 4.650 -1.402
N -0.369 4.795 -2.825
C 0.431 2.505 -0.318
C 0.032 1.582 -1.446
C -1.365 1.057 -1.088
O -1.300 0.622 0.270
C -2.490 0.379 0.845
O -3.493 1.012 0.630
C -2.466 -0.739 1.863
C -2.095 -0.145 3.253
C 1.352 1.941 0.721
O 2.023 0.962 0.557
H 2.686 0.536 4.791
H 0.250 5.590 3.225
H 2.872 5.505 3.108
H 0.862 6.903 4.746
H 2.346 7.536 3.949
H 2.409 6.839 5.544
H -1.275 5.927 -0.848
H -2.291 3.983 -1.517
H 0.539 4.346 -2.816
H 0.679 0.702 -1.472
H 0.030 2.083 -2.410
H -1.671 0.251 -1.760
H -2.087 1.867 -1.226
H -3.470 -1.147 1.932
H -1.739 -1.498 1.580
H -2.672 -0.646 4.032
H -2.377 0.909 3.300
H -1.034 -0.237 3.477
C -0.485 -3.853 -4.531
C -0.931 -3.915 -3.056
C -0.852 -5.370 -2.571
C 0.567 -5.904 -2.359
C 1.567 -4.800 -1.990
C 0.932 -3.542 -1.380
N -0.041 -3.017 -2.313
O -0.659 -1.852 -1.840
C 2.050 -2.509 -1.232
C 0.387 -3.857 0.026
C -2.401 -3.514 -3.001
H -0.566 -2.831 -4.902
H -1.106 -4.497 -5.172
H 0.553 -4.170 -4.646
H -1.398 -5.457 -1.627
H -1.386 -6.022 -3.272
H 0.542 -6.663 -1.571
H 0.914 -6.423 -3.258
H 2.321 -5.209 -1.309
H 2.116 -4.503 -2.889
H 2.426 -2.214 -2.213
H 2.886 -2.923 -0.655
H 1.698 -1.615 -0.717
H 1.188 -4.228 0.677
H -0.399 -4.614 0.012
H -0.022 -2.956 0.486
H -2.995 -4.203 -3.613
H -2.557 -2.509 -3.387
H -2.785 -3.552 -1.981
```

The orbital gap is 2.05 eV. Its energy is -189095.679 eV. Its charge is -1. The value obtained for the molecular weight is 635.4 g/mol.

Atomic charges from the Mulliken analysis, expressed in e, are listed below: -0.337 -0.760 1.472 0.096 -1.000 -0.024 0.018 -1.167 -0.136 0.186 -0.660 0.199 0.538 -0.800 0.142 -0.942 -0.613 -0.081 0.293 -0.620 0.105 -1.082 0.216 -0.545 0.456 0.616 0.496 0.314 0.291 0.388 0.047 0.041 0.283 -0.017 0.559 0.565 0.204 0.411 -0.191 0.354 0.279 0.269 -1.750 1.657 -1.330 -0.611 -1.670 2.101 0.255 -0.630 -1.741 -1.234 -1.883 0.349 0.363 0.340 0.313 0.543 0.333 0.365 0.540 0.321 0.421 0.407 0.056 0.378 0.348 -0.170 0.406 0.307 0.350

Record 3
C25H36ClO5P | ωB97M-V/def2-TZVPD

The geometry in XYZ format:
```
68
C25H36ClO5P, DFT ωB97M-V/def2-TZVPD
C 6.773 0.562 -0.892
C 5.525 1.053 -0.141
P 4.089 1.445 -1.241
C 4.463 0.481 -2.776
C 2.690 0.432 -0.633
C 1.466 0.590 -1.277
C 0.351 -0.143 -0.882
Cl -1.107 0.141 -1.762
C 0.427 -1.050 0.189
C 1.664 -1.180 0.839
C 2.781 -0.456 0.435
C 1.847 -2.099 2.006
O 2.865 -2.082 2.651
C 0.747 -3.016 2.312
C -0.426 -2.897 1.698
C -0.713 -1.874 0.671
O -1.845 -1.773 0.272
H 6.569 -0.396 -1.361
H 7.565 0.395 -0.169
H 7.093 1.284 -1.633
H 5.788 1.963 0.387
H 5.301 0.312 0.625
H 5.358 0.846 -3.262
H 4.576 -0.569 -2.527
H 3.591 0.588 -3.411
H 1.350 1.290 -2.090
H 3.701 -0.608 0.973
H 0.915 -3.765 3.069
H -1.235 -3.561 1.959
C -3.612 1.531 2.107
C -3.941 2.815 1.353
C -2.650 3.606 1.518
O -1.592 2.646 1.588
C -2.142 1.338 1.759
H -4.226 0.680 1.815
H -3.731 1.687 3.182
H -4.113 2.594 0.296
H -4.813 3.338 1.737
H -2.657 4.186 2.448
H -2.459 4.287 0.688
H -2.032 0.786 0.822
H -1.584 0.816 2.540
C 5.622 -4.741 -4.443
C 5.555 -5.153 -2.975
C 5.613 -3.804 -2.273
O 4.986 -2.866 -3.153
C 4.800 -3.460 -4.440
H 5.231 -5.490 -5.128
H 6.655 -4.526 -4.725
H 4.602 -5.645 -2.767
H 6.357 -5.822 -2.669
H 6.649 -3.488 -2.105
H 5.091 -3.799 -1.316
H 3.734 -3.671 -4.576
H 5.113 -2.751 -5.208
C -9.231 2.196 2.725
C -9.562 3.476 1.962
C -8.279 4.277 2.134
O -7.217 3.322 2.216
C -7.758 2.010 2.388
H -9.840 1.342 2.435
H -9.356 2.356 3.798
H -9.728 3.251 0.906
H -10.439 3.999 2.340
H -8.295 4.861 3.061
H -8.085 4.954 1.302
H -7.631 1.453 1.453
H -7.203 1.496 3.174
```

The orbital gap is 7.10 eV. Its energy is -58555.898 eV. Its SMILES is CCP(C)c1cc(Cl)c2c(c1)C(=O)C=CC2=O.C1CCOC1.C1CCOC1.C1CCOC1. The value obtained for the molecular weight is 483.0 g/mol.

Atomic charges from the Mulliken analysis, expressed in e, are listed below: -1.205 -0.235 -0.238 -0.855 1.126 -0.929 0.514 -0.187 -0.310 0.043 -0.684 0.483 -0.605 -0.627 -0.612 0.587 -0.591 0.177 0.421 0.302 0.439 0.273 0.427 0.040 0.446 0.439 0.550 0.435 0.449 -0.586 -0.236 -0.552 -0.430 0.291 0.364 0.261 0.239 0.151 0.308 0.263 -0.306 0.235 -0.561 -0.576 -0.510 -0.303 -0.505 0.336 0.274 0.273 0.342 0.303 0.291 0.303 0.273 -0.562 -0.544 -0.486 -0.325 -0.387 0.337 0.272 0.267 0.333 0.287 0.273 0.257 0.265

Record 4
C25H36F3NO6S3Si | ωB97M-V/def2-TZVPD

The geometry in XYZ format:
```
75
C25H36F3NO6S3Si, DFT ωB97M-V/def2-TZVPD
C -4.462 -3.041 3.813
C -3.136 -3.588 4.315
C -2.091 -2.533 4.743
C -0.716 -2.830 4.181
O -0.775 -2.220 2.856
C 0.393 -2.006 2.220
C 0.210 -1.172 1.151
O 1.406 -2.636 2.804
Si 3.146 -2.661 2.728
C 3.474 -3.322 1.050
C 3.699 -0.940 3.113
C 3.773 -3.876 4.080
C 3.984 -5.269 3.473
C 2.756 -3.959 5.227
C 5.121 -3.419 4.660
H -5.201 -3.847 3.817
H -4.837 -2.220 4.427
H -4.351 -2.702 2.780
H -3.288 -4.232 5.191
H -2.691 -4.222 3.535
H -2.427 -1.520 4.494
H -1.995 -2.554 5.836
H 0.058 -2.357 4.798
H -0.526 -3.904 4.043
H 1.053 -0.915 0.511
H -0.829 -0.954 0.929
H 4.559 -3.450 0.964
H 2.987 -4.280 0.838
H 3.133 -2.595 0.305
H 4.772 -0.830 2.883
H 3.149 -0.200 2.512
H 3.544 -0.695 4.176
H 4.724 -5.258 2.666
H 4.360 -5.952 4.248
H 3.055 -5.697 3.079
H 2.553 -2.979 5.677
H 1.806 -4.409 4.913
H 3.169 -4.600 6.023
H 5.056 -2.462 5.190
H 5.471 -4.168 5.386
H 5.900 -3.336 3.893
F -2.973 0.036 -1.782
C -3.376 1.332 -1.605
F -3.294 1.947 -2.803
F -4.683 1.342 -1.210
S -2.301 2.013 -0.259
N -3.346 3.546 0.081
S -3.728 4.889 -1.033
C -5.454 4.832 -1.570
C -5.722 5.192 -2.895
C -7.038 5.258 -3.358
C -8.099 4.975 -2.487
C -7.840 4.624 -1.158
C -6.518 4.596 -0.700
O -3.603 6.074 -0.219
O -2.901 4.699 -2.184
S -3.624 3.939 1.717
C -3.606 2.275 2.319
C -4.679 1.470 1.909
C -4.442 0.113 1.818
C -3.150 -0.376 2.080
C -2.184 0.415 2.712
C -2.438 1.766 2.921
O -2.483 4.589 2.292
O -4.959 4.481 1.845
H -4.900 5.429 -3.558
H -7.246 5.519 -4.400
H -9.130 5.027 -2.836
H -8.654 4.387 -0.462
H -6.338 4.397 0.339
H -5.628 1.937 1.623
H -5.242 -0.555 1.488
H -2.887 -1.383 1.770
H -1.201 0.005 2.937
H -1.713 2.439 3.391
```

The orbital gap is 7.64 eV. Its energy is -88817.909 eV. Its SMILES is O=S(=O)(c1ccccc1)N(SC(F)(F)F)S(=O)(=O)c1ccccc1.C=C(OCCCC)O[Si](C)(C)C(C)(C)C. As for the energy above the lowest of the compared OMol25 structures with the same formula, charge and spin: 0.0 kcal/mol. The value obtained for the molecular weight is 627.8 g/mol.

Atomic charges from the Mulliken analysis, expressed in e, are listed below: -1.126 -0.449 -0.361 -0.488 -0.200 1.171 -1.175 -0.186 -0.063 -1.122 -1.095 1.943 -1.811 -1.587 -1.846 0.444 0.293 0.130 0.371 0.277 0.019 0.494 0.192 0.318 0.196 0.246 0.372 0.324 0.374 0.374 0.385 0.302 0.375 0.472 0.346 0.335 0.244 0.474 0.354 0.479 0.380 -0.239 0.671 -0.190 -0.189 0.086 -0.077 1.184 0.437 -0.540 -0.630 -0.307 -0.840 -0.115 -0.564 -0.625 1.374 -0.519 -0.533 -0.855 0.093 0.117 -0.740 -0.699 -0.658 0.459 0.360 0.368 0.387 0.470 0.428 0.487 0.605 0.160 0.461

Record 5
C25H36N2O3SiZr | ωB97M-V/def2-TZVPD

The geometry in XYZ format:
```
68
C25H36N2O3SiZr, DFT ωB97M-V/def2-TZVPD
Zr 1.283 -0.383 0.363
C 1.660 0.266 4.746
O 0.322 -0.172 4.986
C -0.121 -1.307 4.377
C -0.910 -2.154 5.135
C -1.464 -3.312 4.596
C -1.222 -3.627 3.279
C -0.440 -2.779 2.484
C -0.281 -3.120 1.092
N 0.307 -2.410 0.192
N 0.273 -2.979 -1.089
C 0.786 -2.160 -1.949
O 1.261 -0.983 -1.601
C 0.854 -2.541 -3.375
C 1.469 -1.687 -4.284
C 1.533 -2.031 -5.625
C 0.982 -3.227 -6.063
C 0.365 -4.081 -5.156
C 0.300 -3.742 -3.816
C 0.117 -1.606 3.024
O 0.822 -0.777 2.265
H 1.948 0.832 5.629
H 1.718 0.902 3.865
H 2.335 -0.583 4.624
H -1.084 -1.882 6.168
H -2.075 -3.956 5.212
H -1.645 -4.521 2.837
H -0.719 -4.059 0.759
H 1.891 -0.756 -3.930
H 2.012 -1.364 -6.330
H 1.031 -3.494 -7.110
H -0.069 -5.011 -5.498
H -0.180 -4.394 -3.100
C 3.487 -0.097 0.559
H 3.962 -1.075 0.708
H 3.758 0.533 1.413
H 3.928 0.344 -0.341
C -0.311 2.721 1.998
Si -0.308 1.880 0.293
C 0.357 3.189 -0.953
C 0.175 2.718 -2.399
C -0.293 4.564 -0.782
C 1.861 3.331 -0.678
C -2.110 1.273 -0.027
C -3.107 2.417 -0.215
C -2.179 0.341 -1.243
C -2.519 0.455 1.207
H -1.041 3.533 2.058
H 0.670 3.149 2.224
H -0.540 2.005 2.790
H -0.877 2.719 -2.693
H 0.564 1.707 -2.551
H 0.706 3.389 -3.085
H -1.356 4.545 -1.026
H 0.184 5.293 -1.448
H -0.190 4.935 0.240
H 2.395 2.387 -0.824
H 2.060 3.673 0.341
H 2.301 4.063 -1.364
H -2.921 2.961 -1.144
H -3.068 3.132 0.610
H -4.130 2.024 -0.266
H -1.956 0.860 -2.176
H -3.185 -0.085 -1.334
H -1.476 -0.496 -1.158
H -2.552 1.062 2.112
H -1.832 -0.379 1.392
H -3.517 0.026 1.057
```

The orbital gap is 7.10 eV. Its energy is -44791.932 eV. As for the energy above the lowest of the compared OMol25 structures with the same formula, charge and spin: 0.0 kcal/mol. The value obtained for the molecular weight is 531.9 g/mol.

Atomic charges from the Mulliken analysis, expressed in e, are listed below: 0.877 -0.579 -0.505 0.053 -0.481 -0.745 -0.986 0.867 -0.611 0.515 -1.014 0.744 -0.951 0.301 -0.312 -0.725 -0.378 -0.648 -0.271 0.699 -0.371 0.313 0.086 0.313 0.468 0.399 0.392 0.363 0.393 0.402 0.384 0.390 0.438 -1.586 0.427 0.392 0.443 -1.322 0.698 2.230 -1.808 -1.792 -1.920 2.293 -1.935 -1.725 -2.108 0.361 0.337 0.304 0.287 0.261 0.517 0.300 0.516 0.345 0.328 0.324 0.515 0.356 0.360 0.473 0.279 0.506 0.294 0.352 0.382 0.493

Record 6
C25H36N3O21PS7 | ωB97M-V/def2-TZVPD

The geometry in XYZ format:
```
93
C25H36N3O21PS7, DFT ωB97M-V/def2-TZVPD
C 2.205 3.560 1.660
C 1.613 2.260 2.329
C 0.357 1.871 1.518
O -0.168 0.570 1.778
C 0.771 -0.477 1.612
C 1.666 -0.363 0.339
C 1.134 -0.138 -0.900
C 1.946 0.007 -2.094
N 1.492 0.217 -3.346
S 2.892 0.284 -4.212
N 4.017 0.072 -3.086
C 3.387 -0.089 -1.911
C 3.986 -0.323 -0.627
C 5.495 -0.372 -0.576
C 6.186 -1.561 -0.896
C 7.593 -1.542 -0.825
C 8.203 -0.348 -0.421
N 7.591 0.787 -0.084
C 6.266 0.741 -0.191
C 3.181 -0.469 0.483
P 4.110 -0.783 2.077
S 5.130 0.743 2.734
H 1.840 3.681 0.618
H 3.304 3.522 1.587
H 1.860 4.466 2.188
H 2.429 1.524 2.300
H 1.372 2.556 3.364
H 0.510 2.074 0.439
H -0.441 2.578 1.822
H 0.179 -1.407 1.503
H 1.387 -0.642 2.516
H 0.042 -0.050 -0.986
H 5.659 -2.472 -1.196
H 8.211 -2.408 -1.074
H 9.303 -0.351 -0.357
H 5.717 1.664 0.045
H 5.035 -1.825 1.795
H 3.292 -1.272 3.116
C -1.333 -4.990 -0.516
C -0.618 -4.630 -1.805
O 0.658 -4.135 -1.387
S 1.104 -4.895 -0.044
O 1.986 -5.952 -0.382
O 1.424 -3.894 0.907
O -0.319 -5.537 0.329
H -1.740 -4.108 -0.017
H -2.130 -5.713 -0.675
H -1.151 -3.879 -2.385
H -0.451 -5.515 -2.424
C -2.908 1.104 -4.919
C -2.167 1.190 -3.600
O -3.000 0.483 -2.673
S -3.760 -0.705 -3.449
O -3.042 -1.913 -3.241
O -5.149 -0.590 -3.176
O -3.477 -0.210 -4.944
H -3.724 1.829 -4.963
H -2.251 1.249 -5.773
H -2.012 2.217 -3.280
H -1.204 0.675 -3.651
C -6.501 -2.242 0.108
C -5.109 -2.160 -0.480
O -4.259 -2.704 0.519
S -5.035 -3.842 1.334
O -4.680 -5.105 0.786
O -4.926 -3.548 2.714
O -6.526 -3.486 0.828
H -6.676 -1.434 0.820
H -7.274 -2.224 -0.655
H -4.810 -1.144 -0.719
H -5.012 -2.784 -1.371
C 7.214 4.120 4.126
C 6.996 5.396 4.912
O 6.594 6.359 3.935
S 5.761 5.620 2.771
O 4.377 5.778 3.040
O 6.336 5.965 1.523
O 6.177 4.112 3.141
H 8.176 4.131 3.608
H 7.150 3.232 4.751
H 7.894 5.726 5.428
H 6.183 5.284 5.633
C -9.627 -0.528 -0.872
C -10.524 0.597 -1.345
O -10.264 1.674 -0.439
S -8.729 1.614 0.036
O -7.974 2.513 -0.759
O -8.697 1.638 1.452
O -8.413 0.114 -0.465
H -10.052 -1.036 -0.003
H -9.428 -1.256 -1.655
H -11.577 0.326 -1.326
H -10.251 0.926 -2.350
```

The orbital gap is 7.27 eV. Its energy is -159106.324 eV. The value obtained for the molecular weight is 970.0 g/mol.

Atomic charges from the Mulliken analysis, expressed in e, are listed below: -1.141 0.942 -0.649 -0.456 -1.082 0.453 -0.937 0.199 -0.483 0.060 -0.574 1.219 0.067 -0.886 -0.217 -0.619 -0.235 -0.603 -0.352 1.031 0.226 -0.359 0.355 0.107 0.378 -0.765 0.400 0.216 0.434 0.205 0.313 0.720 0.450 0.388 0.320 0.517 0.143 0.164 -0.154 -0.203 -0.276 1.064 -0.584 -0.437 -0.346 0.095 0.359 0.212 0.278 -0.437 -0.243 -0.193 0.967 -0.453 -0.487 -0.324 0.309 0.320 0.398 0.189 -0.005 -0.139 -0.282 1.114 -0.553 -0.565 -0.344 0.302 0.043 0.142 0.267 -0.318 -0.404 -0.313 1.051 -0.502 -0.553 -0.168 0.302 0.308 0.319 0.291 -0.338 -0.433 -0.322 1.076 -0.530 -0.536 -0.202 0.287 0.374 0.326 0.305